Record 1
DFT (ωB97M-V with the def2-TZVPD basis set) results for a 5-piece molecular cluster, C21H52I2N5O11P3 overall at a distorted geometry.

CARTESIAN COORDINATES (ANGSTROEM)
N (-1.1617, 3.4120, -0.4888)
P (0.1943, 2.7350, -0.9553)
C (1.6420, 3.9540, -0.9743)
C (1.7469, 4.3407, 0.5559)
C (3.1122, 4.3234, 1.2498)
O (3.2814, 3.5619, 2.1338)
O (4.1227, 5.1832, 0.9444)
O (1.3778, 5.2270, -1.6108)
C (2.6332, 5.8613, -1.5910)
O (2.8637, 6.9571, -1.4105)
O (3.5380, 4.8356, -1.8702)
C (2.8748, 3.5698, -1.8446)
P (2.2802, 3.1848, -3.6558)
O (3.6789, 2.5227, -4.3134)
I (1.9604, 5.2401, -4.9176)
P (3.9053, 2.0032, -1.5061)
O (4.1305, 1.7742, 0.1258)
I (2.5010, 0.0596, -2.1556)
H (-0.9249, 4.3923, -0.3119)
H (0.5990, 1.7314, -0.0200)
H (0.0889, 2.1199, -2.2258)
H (1.0922, 3.6687, 1.1418)
H (1.3097, 5.3470, 0.7009)
H (4.9607, 4.7017, 0.8830)
H (4.3803, 3.1963, -4.3608)
H (3.8333, 0.8808, 0.3659)
C (2.0446, -6.7223, -2.2851)
O (0.8095, -6.0273, -2.2798)
C (0.4884, -5.3903, -1.0560)
C (1.1723, -4.0292, -0.8445)
C (2.6454, -4.1347, -0.4610)
N (1.0506, -3.1730, -2.0301)
H (2.2643, -7.1735, -1.3135)
H (2.8574, -6.0571, -2.5851)
H (1.9777, -7.5164, -3.0292)
H (-0.5916, -5.2211, -1.0886)
H (0.6721, -6.0645, -0.2095)
H (0.6582, -3.5347, -0.0143)
H (3.2823, -4.3714, -1.3139)
H (2.9990, -3.1851, -0.0556)
H (2.7990, -4.9000, 0.3030)
H (0.0639, -3.0152, -2.2214)
H (1.3673, -3.7165, -2.8311)
C (-3.5030, 0.3066, 4.4343)
O (-3.7794, 1.3283, 3.4928)
C (-3.4253, 2.6361, 3.9121)
C (-1.9360, 2.9825, 3.7428)
C (-1.0361, 2.3455, 4.7983)
N (-1.4421, 2.6160, 2.4108)
H (-3.6390, 0.6499, 5.4638)
H (-2.4910, -0.0792, 4.2922)
H (-4.1954, -0.5153, 4.2475)
H (-4.0009, 3.3135, 3.2753)
H (-3.7625, 2.8151, 4.9419)
H (-1.8419, 4.0679, 3.8520)
H (-0.8569, 1.2868, 4.6084)
H (-0.0610, 2.8352, 4.8078)
H (-1.4681, 2.4454, 5.7972)
H (-1.9722, 3.1222, 1.7059)
H (-1.7015, 1.6441, 2.2522)
C (-8.4525, -3.0097, 3.8112)
O (-7.6880, -1.8905, 3.4007)
C (-8.2833, -0.6317, 3.6663)
C (-8.1067, -0.1310, 5.1103)
C (-9.0159, -0.8296, 6.1172)
N (-6.7161, -0.2547, 5.5590)
H (-9.5264, -2.8336, 3.7032)
H (-8.2158, -3.2777, 4.8434)
H (-8.1741, -3.8543, 3.1799)
H (-7.7791, 0.0762, 3.0027)
H (-9.3411, -0.6355, 3.3716)
H (-8.3725, 0.9307, 5.1190)
H (-8.6629, -1.8287, 6.3739)
H (-9.0573, -0.2596, 7.0466)
H (-10.0354, -0.9151, 5.7338)
H (-6.1254, 0.3009, 4.9454)
H (-6.4234, -1.2122, 5.3743)
C (6.6254, -1.3345, -7.5683)
O (5.6929, -0.4046, -7.0477)
C (4.5873, -0.9820, -6.3745)
C (4.8688, -1.4021, -4.9216)
C (5.6778, -2.6905, -4.8004)
N (5.5499, -0.3409, -4.1745)
H (6.1394, -2.2505, -7.9158)
H (7.3877, -1.5711, -6.8224)
H (7.1279, -0.8656, -8.4149)
H (3.8183, -0.2046, -6.3544)
H (4.1729, -1.8152, -6.9580)
H (3.9001, -1.5845, -4.4450)
H (6.7373, -2.5382, -5.0071)
H (5.6064, -3.0862, -3.7856)
H (5.3028, -3.4567, -5.4837)
H (4.9558, 0.4858, -4.1673)
H (6.3565, -0.0544, -4.7258)

SMILES: N=[PH2][C@]1(CC(=O)O)OC(=O)OC1(P(O)I)P(O)I.COC[C@@H](C)N.COC[C@@H](C)N.COC[C@@H](C)N.COC[C@@H](C)N
HOMO, eV: -8.8
F_max, eV/A: 6.1
DFT total energy, a.u.: -3552.1068

=====

Record 2
DFT (ωB97M-V with the def2-TZVPD basis set) results for a 5-piece molecular cluster, C21H53BINO7 overall.

CARTESIAN COORDINATES (ANGSTROEM)
C (-1.2973, -0.3873, -0.8848)
C (-1.2874, 0.3721, -2.1948)
O (-2.5014, 0.2678, -2.9345)
B (-2.9039, -0.9548, -3.4117)
O (-3.6142, -1.8207, -2.6279)
C (-2.6256, -1.3449, -4.9210)
O (-2.5932, -2.7837, -5.0185)
C (-1.4780, -3.2764, -5.6647)
I (-1.8037, -5.4095, -5.7788)
C (-0.1575, -2.9994, -4.9127)
N (-0.3935, -2.8700, -3.4731)
H (-2.1826, -0.1302, -0.3039)
H (-1.2704, -1.4693, -1.0212)
H (-0.4164, -0.1036, -0.3030)
H (-1.1489, 1.4351, -1.9943)
H (-0.4406, 0.0578, -2.8186)
H (-3.2094, -2.6974, -2.6070)
H (-3.4299, -0.9788, -5.5714)
H (-1.7025, -0.8865, -5.2867)
H (-1.4207, -2.9498, -6.7067)
H (0.5473, -3.7953, -5.1559)
H (0.2677, -2.0670, -5.2894)
H (0.2200, -2.1660, -3.0830)
H (-0.1626, -3.7298, -2.9898)
C (-3.8484, 4.2058, -4.4276)
C (-2.7275, 3.9482, -3.4358)
O (-1.6394, 4.8524, -3.5387)
C (-1.9445, 6.2181, -3.3235)
C (-2.5184, 6.5210, -1.9498)
H (-3.4682, 4.1781, -5.4498)
H (-4.6141, 3.4367, -4.3190)
H (-4.3262, 5.1740, -4.2709)
H (-2.2986, 2.9640, -3.6240)
H (-3.1194, 3.9309, -2.4123)
H (-2.6167, 6.5934, -4.1042)
H (-0.9926, 6.7351, -3.4484)
H (-3.4820, 6.0358, -1.7911)
H (-2.6688, 7.5963, -1.8439)
H (-1.8361, 6.1873, -1.1670)
C (4.0979, -0.5124, 0.5957)
C (3.0519, 0.5883, 0.5505)
O (1.8981, 0.3257, 1.3283)
C (2.1123, 0.1409, 2.7187)
C (2.7427, 1.3313, 3.4173)
H (3.6688, -1.4633, 0.2767)
H (4.9238, -0.2620, -0.0716)
H (4.5109, -0.6443, 1.5963)
H (2.6766, 0.7014, -0.4677)
H (3.5002, 1.5478, 0.8327)
H (2.7069, -0.7618, 2.9001)
H (1.1187, -0.0474, 3.1259)
H (3.7464, 1.5410, 3.0444)
H (2.8313, 1.1329, 4.4860)
H (2.1343, 2.2260, 3.2747)
C (5.0932, 1.3753, 8.6385)
C (5.7401, 0.8211, 7.3811)
O (5.2933, 1.4287, 6.1810)
C (5.5166, 2.8241, 6.0690)
C (6.9786, 3.2293, 6.1408)
H (4.0076, 1.2847, 8.5837)
H (5.4444, 0.8179, 9.5078)
H (5.3395, 2.4255, 8.7991)
H (5.4836, -0.2322, 7.2661)
H (6.8319, 0.8771, 7.4601)
H (4.9333, 3.3696, 6.8196)
H (5.1065, 3.0906, 5.0943)
H (7.4238, 2.9938, 7.1080)
H (7.0688, 4.3057, 5.9892)
H (7.5559, 2.7204, 5.3678)
C (-3.1976, -6.4281, -1.0869)
C (-2.6615, -5.6676, 0.1142)
O (-2.7602, -4.2580, 0.0008)
C (-4.0814, -3.7410, -0.0987)
C (-4.9637, -4.0606, 1.0952)
H (-2.6804, -6.1115, -1.9943)
H (-3.0420, -7.4993, -0.9535)
H (-4.2656, -6.2646, -1.2347)
H (-1.5944, -5.8640, 0.2256)
H (-3.1454, -6.0106, 1.0356)
H (-4.5624, -4.0788, -1.0237)
H (-3.9507, -2.6642, -0.1892)
H (-5.1378, -5.1314, 1.2083)
H (-5.9347, -3.5805, 0.9670)
H (-4.5119, -3.6893, 2.0162)

SMILES: CCOB(O)CO[C@H](I)CN.CCOCC.CCOCC.CCOCC.CCOCC
HOMO, eV: -9.3
F_max, eV/A: 0.8
DFT total energy, a.u.: -1735.8853

=====

Record 3
DFT (ωB97M-V with the def2-TZVPD basis set) results for C21H55BaF9O16 as an isolated structure at a distorted geometry.

CARTESIAN COORDINATES (ANGSTROEM)
Ba (25.7185, -30.1708, 21.0673)
O (24.1864, -29.5424, 18.8618)
H (24.8066, -29.1411, 18.2225)
C (27.1680, -26.7050, 20.7934)
O (27.8468, -27.3385, 21.8823)
O (25.9187, -27.3927, 20.6721)
C (27.2074, -25.1556, 20.8820)
F (26.4977, -24.6682, 19.8731)
F (26.7639, -24.7464, 21.9930)
F (28.4466, -24.7856, 20.6410)
C (29.3064, -27.4436, 22.0723)
C (29.4617, -28.1483, 23.4304)
H (30.5237, -28.0042, 23.6290)
H (28.8471, -27.7550, 24.2401)
H (29.3990, -29.2252, 23.2742)
H (29.7998, -26.4739, 22.1365)
H (29.8225, -27.9844, 21.2790)
H (27.6611, -26.9957, 19.8658)
C (22.7886, -24.5303, 17.5430)
O (23.8829, -25.4484, 17.5806)
O (21.8317, -25.0279, 18.5180)
C (23.3420, -23.0265, 17.7278)
F (24.2212, -22.6918, 16.7320)
F (22.4190, -22.0720, 17.7841)
F (23.9494, -22.9054, 18.9140)
C (24.8759, -25.4198, 16.5715)
C (25.4718, -26.7763, 16.5423)
H (26.0361, -27.0908, 17.4202)
H (24.7347, -27.5610, 16.3721)
H (26.1549, -26.7915, 15.6930)
H (25.6958, -24.7199, 16.7326)
H (24.4386, -25.1788, 15.6026)
H (22.3808, -24.7154, 16.5492)
C (28.8905, -31.4904, 20.4616)
O (28.1316, -30.6206, 19.5072)
O (28.1683, -31.4252, 21.6744)
C (29.0186, -32.9015, 19.7080)
F (27.8113, -33.5135, 19.5060)
F (29.7057, -32.8878, 18.5485)
F (29.7070, -33.7727, 20.3859)
C (28.9057, -29.8687, 18.5817)
C (28.0694, -29.4320, 17.4386)
H (27.9749, -30.3527, 16.8629)
H (27.1049, -29.1133, 17.8341)
H (28.5393, -28.7256, 16.7543)
H (29.7174, -30.4033, 18.0882)
H (29.3588, -28.9829, 19.0268)
H (29.8603, -30.9972, 20.5279)
C (27.6859, -29.1274, 12.9022)
O (27.0349, -29.0670, 14.1300)
H (27.1533, -29.7927, 12.2227)
H (27.5331, -28.1604, 12.4231)
H (28.7616, -29.3016, 12.9286)
H (26.8899, -29.9715, 14.4170)
C (30.9485, -27.7829, 15.5233)
O (30.4152, -26.6176, 15.0338)
H (30.6996, -28.5867, 14.8305)
H (32.0339, -27.6874, 15.4930)
H (30.7679, -27.9790, 16.5802)
H (30.4901, -26.0425, 15.7988)
C (30.5526, -35.9613, 17.0336)
O (31.2120, -35.2447, 18.0484)
H (29.9004, -35.3169, 16.4440)
H (31.2286, -36.4458, 16.3291)
H (29.9631, -36.7089, 17.5644)
H (31.2721, -34.3060, 17.8563)
C (32.9816, -32.3016, 18.9732)
O (33.4453, -31.1678, 18.2812)
H (32.8867, -33.1084, 18.2464)
H (33.7379, -32.6496, 19.6768)
H (32.1211, -32.0780, 19.6038)
H (32.8828, -30.9974, 17.5222)
C (31.5085, -36.7134, 22.1254)
O (32.5694, -36.5066, 23.0023)
H (30.8473, -37.4901, 22.5096)
H (30.8865, -35.8188, 22.0966)
H (31.8793, -36.9499, 21.1281)
H (33.0714, -37.3222, 23.0683)
C (30.8536, -32.8907, 23.5642)
O (29.7682, -32.0672, 23.9713)
H (31.5317, -32.8797, 24.4175)
H (30.6704, -33.9397, 23.3314)
H (31.3828, -32.5262, 22.6838)
H (29.2495, -31.9116, 23.1786)
C (31.0499, -31.6940, 15.4834)
O (31.9966, -30.8501, 16.0946)
H (30.2023, -31.8559, 16.1493)
H (30.6941, -31.2870, 14.5369)
H (31.5572, -32.6088, 15.1770)
H (32.5112, -30.4299, 15.4015)
C (27.7148, -35.7594, 21.8036)
O (27.0065, -34.6472, 22.1546)
H (28.0928, -36.3159, 22.6612)
H (27.0899, -36.3890, 21.1702)
H (28.6357, -35.5141, 21.2746)
H (27.3090, -33.9446, 21.5744)
C (25.0891, -32.7454, 17.7832)
O (25.4531, -31.8259, 18.7814)
H (24.5495, -32.1682, 17.0324)
H (25.9768, -33.2322, 17.3793)
H (24.4239, -33.4496, 18.2830)
H (24.8073, -31.1708, 18.5070)

<S²>: 0.7539
Charge: -1
HOMO (spin up / spin down), eV: -4.9 / -4.9
Multiplicity: 2
F_max, eV/A: 5.3
DFT total energy, a.u.: -2961.0671

=====

Record 4
DFT (ωB97M-V with the def2-TZVPD basis set) results for C21H55N3O2Si2 as an isolated structure at a distorted geometry.

CARTESIAN COORDINATES (ANGSTROEM)
Si (-2.5288, 2.2404, 2.4475)
O (-3.3246, 1.8448, 3.8509)
Si (-4.0426, 0.3496, 3.9432)
C (-2.7791, -1.0375, 4.0053)
C (-2.2152, -1.4193, 2.6222)
C (-3.1488, -1.5000, 1.4758)
O (-2.5455, -2.6585, 2.1062)
H (-1.1321, 1.7639, 2.5901)
H (-2.5603, 3.6774, 2.1442)
H (-3.1142, 1.4336, 1.3525)
H (-4.8303, 0.3361, 5.1966)
H (-5.0137, 0.1586, 2.8533)
H (-3.1889, -1.9642, 4.3946)
H (-1.9042, -0.7372, 4.5758)
H (-1.2212, -1.0508, 2.3935)
H (-2.7328, -1.2856, 0.5043)
H (-4.1973, -1.6584, 1.6406)
C (1.6666, 3.8433, 0.9178)
C (0.8555, 4.5054, -0.1847)
N (0.0775, 5.6361, 0.2822)
C (-0.9137, 6.0899, -0.6758)
C (-0.4227, 6.6667, -2.0099)
C (0.8270, 6.6755, 0.9641)
C (1.9826, 7.3463, 0.2081)
H (1.0327, 3.5590, 1.7593)
H (2.1324, 2.9306, 0.5441)
H (2.4641, 4.4886, 1.2878)
H (0.1579, 3.7645, -0.5853)
H (1.5341, 4.7701, -1.0115)
H (-1.5546, 6.8272, -0.1851)
H (-1.5683, 5.2399, -0.8945)
H (-0.0017, 7.6641, -1.8927)
H (-1.2627, 6.7532, -2.7019)
H (0.3249, 6.0289, -2.4819)
H (1.2290, 6.2509, 1.8874)
H (0.1221, 7.4412, 1.2960)
H (2.6158, 6.6202, -0.3033)
H (2.6143, 7.8895, 0.9135)
H (1.6299, 8.0687, -0.5259)
C (-0.3877, -3.0492, -4.0241)
C (-0.7106, -3.7797, -2.7292)
N (-2.0749, -3.5769, -2.2838)
C (-2.3050, -4.0174, -0.9183)
C (-2.1660, -5.5112, -0.6033)
C (-3.1075, -3.9145, -3.2458)
C (-3.1399, -5.3466, -3.7981)
H (-0.6230, -1.9875, -3.9407)
H (0.6760, -3.1444, -4.2456)
H (-0.9337, -3.4578, -4.8751)
H (-0.0472, -3.3963, -1.9488)
H (-0.4601, -4.8457, -2.8534)
H (-3.2979, -3.6829, -0.6069)
H (-1.6069, -3.4729, -0.2762)
H (-3.0073, -6.0892, -0.9838)
H (-2.1435, -5.6511, 0.4789)
H (-1.2453, -5.9324, -1.0083)
H (-3.0183, -3.2285, -4.0923)
H (-4.0771, -3.6796, -2.8002)
H (-2.1485, -5.6987, -4.0859)
H (-3.7692, -5.3808, -4.6898)
H (-3.5593, -6.0534, -3.0842)
C (1.6241, -2.8794, 1.2836)
C (2.3271, -1.5366, 1.1523)
N (3.7678, -1.6367, 1.2835)
C (4.4219, -0.3580, 1.4815)
C (4.3685, 0.6936, 0.3643)
C (4.4175, -2.5531, 0.3659)
C (4.2288, -2.3159, -1.1390)
H (1.9035, -3.3739, 2.2145)
H (0.5416, -2.7361, 1.2907)
H (1.8547, -3.5498, 0.4545)
H (1.9629, -0.8873, 1.9535)
H (2.0216, -1.0622, 0.2050)
H (5.4687, -0.5425, 1.7377)
H (3.9811, 0.0877, 2.3790)
H (5.0312, 0.4554, -0.4666)
H (4.6962, 1.6527, 0.7707)
H (3.3571, 0.8275, -0.0212)
H (4.0719, -3.5642, 0.5956)
H (5.4852, -2.5665, 0.5968)
H (3.1888, -2.1083, -1.3951)
H (4.5280, -3.2091, -1.6910)
H (4.8417, -1.4936, -1.5057)

HOMO, eV: -8.1
F_max, eV/A: 2.0
DFT total energy, a.u.: -1726.8079

=====

Record 5
DFT (ωB97M-V with the def2-TZVPD basis set) results for a 3-piece molecular cluster, C21H55N7O5P2Si overall at a distorted geometry.

CARTESIAN COORDINATES (ANGSTROEM)
C (3.8362, -4.4854, 4.0256)
Si (2.8458, -2.9952, 3.4762)
C (4.0291, -1.6262, 3.0028)
C (1.9362, -3.5038, 1.9246)
O (1.8693, -2.6162, 4.7627)
C (0.6342, -1.9500, 4.5487)
C (-0.5688, -2.9023, 4.4637)
C (-1.2975, -2.7954, 3.1211)
C (-2.6433, -2.0540, 3.1058)
C (-3.0078, -2.4208, 1.6805)
O (-3.4563, -1.7452, 0.8077)
O (-2.6639, -3.7353, 1.4964)
C (-1.8021, -4.1303, 2.5668)
N (-2.6245, -4.8354, 3.5458)
H (4.2599, -4.2803, 5.0064)
H (4.6186, -4.6614, 3.2910)
H (3.1677, -5.3417, 4.0861)
H (3.8331, -1.3322, 1.9715)
H (5.0484, -2.0122, 3.0201)
H (3.9762, -0.7504, 3.6456)
H (1.4150, -2.6922, 1.4207)
H (1.2826, -4.3588, 2.0912)
H (2.7107, -3.8375, 1.2306)
H (0.4931, -1.3186, 5.4264)
H (0.6616, -1.2713, 3.6915)
H (-1.2784, -2.6904, 5.2585)
H (-0.1865, -3.9131, 4.6058)
H (-0.7126, -2.2226, 2.4016)
H (-2.5527, -0.9769, 3.1785)
H (-3.3886, -2.4927, 3.7615)
H (-0.9787, -4.7550, 2.2232)
H (-2.1063, -5.5757, 3.9997)
H (-3.3924, -5.2604, 3.0412)
C (1.7165, 2.9587, -1.5907)
N (1.8046, 3.0383, -0.1391)
C (0.5129, 2.8214, 0.5052)
P (3.0546, 2.2201, 0.6894)
O (2.7653, 0.7658, 0.5230)
N (4.5976, 2.2676, -0.0740)
C (4.9281, 3.1313, -1.1868)
C (5.2974, 0.9931, -0.1868)
N (3.4916, 3.5495, 1.7373)
C (3.4376, 3.2321, 3.1712)
C (2.9881, 4.8952, 1.5031)
H (0.9100, 3.6116, -1.9284)
H (1.5237, 1.9445, -1.9633)
H (2.6223, 3.3369, -2.0552)
H (0.5116, 3.2564, 1.5110)
H (0.2590, 1.7582, 0.5913)
H (-0.2731, 3.3170, -0.0634)
H (4.5379, 2.7514, -2.1403)
H (6.0140, 3.2068, -1.2843)
H (4.5615, 4.1481, -1.0346)
H (4.9530, 0.3900, -1.0369)
H (5.1732, 0.3983, 0.7132)
H (6.3649, 1.1909, -0.3078)
H (2.4102, 3.1524, 3.5485)
H (3.9560, 3.9989, 3.7476)
H (3.9415, 2.2811, 3.3622)
H (1.9413, 5.0374, 1.7992)
H (3.0881, 5.1851, 0.4628)
H (3.6061, 5.5709, 2.1000)
C (-1.4534, 0.5894, -5.1433)
N (-2.2772, 0.1627, -4.0236)
C (-1.4768, -0.2481, -2.8731)
P (-3.6199, 1.0975, -3.5283)
O (-3.0727, 2.3161, -2.8845)
N (-4.5110, 1.7467, -4.8382)
C (-4.3543, 1.3361, -6.2165)
C (-4.8215, 3.1691, -4.7521)
N (-4.7084, -0.2031, -3.2324)
C (-5.2962, -0.1826, -1.8829)
C (-4.4013, -1.5694, -3.6297)
H (-0.7089, -0.1835, -5.3451)
H (-0.9315, 1.5398, -4.9672)
H (-2.0424, 0.6773, -6.0495)
H (-2.0558, -0.9083, -2.2200)
H (-1.1313, 0.6046, -2.2767)
H (-0.6056, -0.8091, -3.2108)
H (-3.4686, 1.7795, -6.6889)
H (-5.2256, 1.6533, -6.7950)
H (-4.3001, 0.2496, -6.3109)
H (-3.9876, 3.8077, -5.0697)
H (-5.0844, 3.4499, -3.7368)
H (-5.6843, 3.3779, -5.3886)
H (-4.5798, -0.4756, -1.1089)
H (-6.1529, -0.8547, -1.8238)
H (-5.6535, 0.8222, -1.6439)
H (-3.6723, -2.0677, -2.9798)
H (-4.0372, -1.6167, -4.6509)
H (-5.3375, -2.1308, -3.5821)

SMILES: C[Si](C)(C)OCC[C@@H]1CC(=O)O[C@@H]1N.CN(C)P(=O)(N(C)C)N(C)C.CN(C)P(=O)(N(C)C)N(C)C
HOMO, eV: -8.1
F_max, eV/A: 4.8
DFT total energy, a.u.: -2564.8883